Computed, not measured: an isolated molecule of C6H12N2O4 in a non-equilibrium geometry, with wB97M-V/def2-TZVPD.

Last column: natural (NBO) charge in e.
Atoms and positions in Å:
C1 3.050 -1.367 0.561  -0.62
C2 2.160 -0.421 -0.373  -0.12
N1 2.904 0.712 -0.872  -0.82
C3 0.867 0.090 0.322  0.66
O1 0.995 1.003 1.048  -0.63
N2 -0.342 -0.302 -0.078  -0.63
C4 -1.587 0.189 0.543  -0.16
C5 -2.143 1.441 -0.161  -0.08
O2 -1.206 2.469 0.025  -0.69
C6 -2.682 -0.782 0.085  0.78
O3 -2.427 -1.879 -0.308  -0.65
O4 -3.893 -0.447 0.031  -0.64
H1 3.882 -1.840 0.051  0.22
H2 2.437 -2.018 1.067  0.21
H3 3.271 -0.896 1.495  0.22
H4 1.988 -1.123 -1.209  0.19
H5 2.814 1.516 -0.274  0.38
H6 2.468 0.875 -1.768  0.35
H7 -0.545 -1.063 -0.711  0.43
H8 -1.743 0.021 1.653  0.25
H9 -3.065 1.807 0.410  0.20
H10 -2.582 1.266 -1.103  0.18
H11 -0.361 2.078 -0.232  0.47
H12 -4.260 -1.328 -0.201  0.51

Force components x, y, z for each atom (eV/Å):
C -0.805 2.455 -0.554
C 0.891 -2.366 0.854
N -0.039 -0.755 -0.768
C 1.463 -2.075 -2.711
O 0.486 3.126 3.372
N -2.325 -0.631 0.217
C -2.572 -1.505 -1.092
C -0.412 2.033 4.626
O -0.049 0.237 -1.321
C 3.956 -0.947 -0.084
O 1.551 -2.708 -0.702
O -4.139 1.513 0.763
H -0.032 0.203 0.066
H -1.847 -2.697 0.116
H 1.385 1.358 0.192
H -0.504 0.637 0.011
H -0.126 0.167 0.191
H 0.320 0.846 -0.221
H 0.583 -0.276 0.101
H 1.124 1.252 -0.904
H 1.134 -0.627 -0.433
H 0.489 -0.295 -1.808
H 0.175 0.492 0.232
H -0.705 0.563 -0.144

As for the SMILES: C[C@H](N)C(=O)N[C@@H](CO)C(=O)O. As for the frontier orbital gap: 0.364 Eh. The calculation puts the relative energy (zero: lowest compared OMol25 entry of this formula, charge and spin) at 223.8 kJ/mol. As for the lowest unoccupied orbital energy: 0.01625 Ha. Its strongest force on any atom is 5.1 eV Å⁻¹. The calculated total energy comes out at -17585.391 eV.